The following is a quantum chemistry calculation of 2 unconnected molecules or ions with the total composition C5H9NS at a distorted geometry, from OMol25.

Last column: Mulliken charge in e.
Cartesian coordinates (Å):
C -0.850 -0.360 1.583  -0.428
C 0.097 -1.444 1.023  -0.488
C 1.175 1.030 0.486  -0.832
C -0.277 1.669 -1.468  -0.364
C 0.394 0.017 0.906  0.198
N 0.081 -0.488 -2.616  -0.525
S -1.273 0.364 -1.801  0.066
H -1.838 -0.082 1.083  0.141
H -0.829 -0.361 2.603  0.283
H 0.609 -1.910 1.856  0.223
H -0.124 -1.960 0.169  0.274
H 1.982 0.939 -0.094  0.370
H 0.852 2.161 0.674  0.293
H -0.783 2.499 -0.908  0.259
H -0.436 -1.071 -3.211  0.271
H 0.549 -1.026 -1.900  0.257

The total energy comes out at -648.625280 hartree. The calculation puts the energy above the lowest of the compared OMol25 structures with the same formula, charge and spin at 143.0 kcal/mol. For the LUMO energy, the calculation gives 0.0057 Ha. The HOMO-LUMO gap is 8.41 eV. As for the molecular weight: 115.20 g mol⁻¹.



The following is a quantum chemistry calculation of 2 unconnected molecules or ions with the total composition C5H9NS at a distorted geometry, from OMol25.

Last column: Mulliken charge in e.
Cartesian coordinates (Å):
C 0.873 2.395 1.389  -0.824
C -1.867 -2.228 -1.835  0.037
C 1.014 1.064 1.329  0.001
C -0.013 0.117 0.997  -0.210
C 0.542 -0.700 -0.031  -0.410
N -1.484 -2.717 -0.774  -0.399
S 0.877 -0.266 -1.606  -0.223
H 1.619 3.159 1.373  0.279
H -0.110 2.954 1.315  0.205
H -2.729 -2.307 -2.528  0.273
H -1.122 -1.478 -2.349  0.058
H 2.057 0.751 1.405  0.271
H -1.073 0.535 0.851  0.274
H -0.010 -0.614 1.756  0.187
H 1.219 -1.592 0.222  0.314
H 0.207 0.926 -1.515  0.166

The total energy comes out at -648.653121 hartree. The calculation puts the energy above the lowest of the compared OMol25 structures with the same formula, charge and spin at 125.5 kcal/mol. For the LUMO energy (alpha / beta), the calculation gives 0.0144 / -0.0032 Ha. The HOMO-LUMO gap (alpha / beta) is 9.42 / 6.99 eV. As for the molecular weight: 115.20 g mol⁻¹.



The following is a quantum chemistry calculation of a single C5H9NS molecule at a distorted geometry, from OMol25.

Last column: Mulliken charge in e.
Cartesian coordinates (Å):
C 0.237 -1.435 0.485  -0.329
C 0.593 1.083 0.575  -0.341
C -0.642 -0.950 -0.926  -0.950
C -0.634 1.384 -0.583  -0.928
C 0.312 -0.243 1.249  -0.813
N -1.428 0.260 -0.642  0.079
S -2.685 -0.059 0.461  -0.189
H -0.318 -2.213 0.883  0.361
H 1.221 -1.604 -0.079  0.286
H 1.440 1.209 -0.070  0.283
H 0.633 1.994 1.166  0.342
H 0.075 -0.812 -1.606  0.447
H -1.124 -1.892 -1.101  0.383
H -1.072 2.174 -0.110  0.473
H -0.022 1.548 -1.415  0.409
H -0.349 -0.289 2.008  0.487

The multiplicity is 3. The total energy comes out at -648.670139 hartree. The calculation puts the energy above the lowest of the compared OMol25 structures with the same formula, charge and spin at 26.0 kcal/mol. For the LUMO energy (alpha / beta), the calculation gives 0.0362 / -0.0538 Ha. The HOMO-LUMO gap (alpha / beta) is 7.75 / 7.36 eV. As for the molecular weight: 115.20 g mol⁻¹.



The following is a quantum chemistry calculation of a single C5H9NSi molecule at a distorted geometry, from OMol25.

Last column: Mulliken charge in e.
Cartesian coordinates (Å):
C 0.508 -0.631 -1.982  -0.191
C 1.168 0.501 -1.438  -0.497
C -0.668 -0.783 -1.408  -1.055
C 0.438 1.063 -0.492  -0.881
C -0.853 0.278 -0.334  0.517
N -1.111 -0.064 1.087  -0.438
Si 0.231 -0.412 2.239  0.383
H 0.990 -1.195 -2.735  0.475
H 2.036 0.930 -1.923  0.405
H -1.223 -1.661 -1.534  0.398
H 0.407 1.848 0.141  0.636
H -1.582 1.023 -0.738  0.267
H -1.751 0.573 1.533  0.336
H 0.077 0.599 3.201  -0.129
H 1.467 -0.371 1.541  -0.096
H -0.134 -1.698 2.843  -0.130

The total energy comes out at -540.084884 hartree. The structure (SMILES) is [SiH3]NC1C=CC=C1. The calculation puts the energy above the lowest of the compared OMol25 structures with the same formula, charge and spin at 33.5 kcal/mol. For the LUMO energy, the calculation gives 0.0319 Ha. The HOMO-LUMO gap is 9.26 eV. As for the molecular weight: 111.22 g mol⁻¹.



The following is a quantum chemistry calculation of 2 unconnected molecules or ions with the total composition C5H9O2Si at a distorted geometry, from OMol25.

Last column: Mulliken charge in e.
Cartesian coordinates (Å):
C 2.977 1.792 0.843  -0.616
C 2.232 1.096 -0.012  -0.343
C -3.085 0.294 0.148  0.560
C -0.377 -1.508 0.959  -0.899
C -0.549 -0.271 -1.660  -1.000
O -3.429 0.559 -1.014  -0.581
O -3.668 0.025 1.187  -0.613
Si -1.123 -0.050 0.063  0.045
H 4.068 1.832 0.988  0.242
H 2.622 2.608 1.422  0.188
H 2.665 0.108 -0.427  0.074
H -1.205 -2.052 1.495  0.314
H 0.059 -2.171 0.235  0.300
H 0.385 -1.234 1.733  0.301
H -1.277 0.222 -2.255  0.349
H 0.430 0.037 -1.877  0.300
H -0.726 -1.289 -1.826  0.378

Its charge is -1. The total energy comes out at -635.781671 hartree. The calculation puts the energy above the lowest of the compared OMol25 structures with the same formula, charge and spin at 98.3 kcal/mol. For the LUMO energy (alpha / beta), the calculation gives 0.1069 / 0.0904 Ha. The HOMO-LUMO gap (alpha / beta) is 6.86 / 5.22 eV. As for the molecular weight: 129.21 g mol⁻¹.



The following is a quantum chemistry calculation of a molecular structure, C5H9O3Ru at a distorted geometry, from OMol25.

Last column: Mulliken charge in e.
Cartesian coordinates (Å):
H 1.319 0.561 1.053  0.546
O 0.187 1.048 -0.628  -0.198
O -0.139 -0.878 0.587  -0.144
O 1.844 -0.539 -0.622  -0.328
C -0.012 2.168 -0.091  0.499
C -0.073 -2.100 0.346  0.270
C -0.853 3.157 -0.738  -1.011
C -1.083 -3.025 0.833  -1.007
C 1.028 0.027 0.113  0.197
H 0.575 2.447 0.797  0.370
H 0.789 -2.459 -0.238  0.421
H -1.561 3.551 0.008  0.387
H -0.190 4.011 -0.978  0.373
H -1.344 2.777 -1.637  0.309
H -1.479 -3.564 -0.045  0.379
H -0.561 -3.791 1.427  0.373
H -1.874 -2.533 1.402  0.313
Ru 3.427 -0.856 -1.590  1.250

The multiplicity is 7. Its charge is +3. The total energy comes out at -514.996593 hartree. The calculation puts the energy above the lowest of the compared OMol25 structures with the same formula, charge and spin at 0.0 kcal/mol. For the LUMO energy (alpha / beta), the calculation gives -0.4570 / -0.6342 Ha. The HOMO-LUMO gap (alpha / beta) is 8.91 / 7.68 eV. As for the molecular weight: 218.19 g mol⁻¹.



The following is a quantum chemistry calculation of a single C5H9OP molecule at a distorted geometry, from OMol25.

Last column: Mulliken charge in e.
Cartesian coordinates (Å):
C 1.782 1.000 0.592  -1.073
C 0.858 0.497 -0.189  0.516
C -0.513 1.202 -0.338  0.563
C 1.238 -0.532 -1.177  -0.961
C -1.619 -1.178 0.770  -0.925
O -0.662 2.336 0.020  -0.509
P -1.891 0.038 -0.608  -0.065
H 2.754 0.718 0.874  0.373
H 1.529 1.850 1.179  0.297
H 2.064 -1.217 -0.858  0.299
H 1.503 -0.137 -2.188  0.259
H 0.267 -1.203 -1.270  0.227
H -0.738 -1.817 0.524  0.288
H -2.631 -1.619 0.853  0.328
H -1.180 -0.631 1.579  0.346
H -2.761 0.690 0.237  0.037

The total energy comes out at -612.424708 hartree. The structure (SMILES) is C=C(C)C(=O)PC. The calculation puts the energy above the lowest of the compared OMol25 structures with the same formula, charge and spin at 45.3 kcal/mol. For the LUMO energy, the calculation gives 0.0088 Ha. The HOMO-LUMO gap is 9.16 eV. As for the molecular weight: 116.10 g mol⁻¹.



The following is a quantum chemistry calculation of 2 unconnected molecules or ions with the total composition C5H9OP at a distorted geometry, from OMol25.

Last column: Mulliken charge in e.
Cartesian coordinates (Å):
C 0.576 -2.452 1.511  0.575
C 0.309 -1.292 1.257  -0.949
C 1.632 1.013 -1.235  -1.347
C -2.138 -0.035 0.568  -1.078
C 0.282 0.347 -1.149  -0.534
O 0.191 2.165 2.365  -0.367
P -0.345 0.273 0.681  0.346
H 1.001 -3.478 1.689  0.366
H 2.210 0.338 -0.728  0.366
H 1.987 1.145 -2.234  0.392
H 1.740 2.044 -0.905  0.357
H -2.694 0.857 0.856  0.299
H -2.328 -0.362 -0.427  0.370
H -2.408 -0.824 1.169  0.406
H 0.447 -0.596 -1.688  0.365
H -0.461 0.856 -1.730  0.435

The total energy comes out at -612.234147 hartree. The calculation puts the energy above the lowest of the compared OMol25 structures with the same formula, charge and spin at 164.9 kcal/mol. For the LUMO energy (alpha / beta), the calculation gives -0.0324 / -0.0365 Ha. The HOMO-LUMO gap (alpha / beta) is 8.01 / 7.96 eV. As for the molecular weight: 116.10 g mol⁻¹.



The following is a quantum chemistry calculation of a single C5H9OPS molecule at a distorted geometry, from OMol25.

Last column: Mulliken charge in e.
Cartesian coordinates (Å):
C -0.105 1.068 0.442  -0.430
C -0.467 -0.215 0.316  0.609
C 1.317 1.385 0.518  -0.542
C 0.646 -1.150 0.261  -0.952
C -1.854 -0.677 -0.154  -1.317
O 2.033 0.216 -1.887  -0.529
P 2.192 -0.077 -0.186  0.420
S 3.968 -0.246 0.543  -0.399
H -0.837 1.826 0.136  0.310
H 1.430 2.293 -0.090  0.361
H 1.626 1.675 1.613  0.296
H 1.152 -1.640 1.089  0.393
H 0.537 -1.889 -0.512  0.387
H -2.230 -0.237 -1.098  0.289
H -2.550 -0.225 0.543  0.327
H -1.810 -1.742 -0.121  0.415
H 1.086 0.270 -2.042  0.363

The total energy comes out at -1010.696867 hartree. The structure (SMILES) is CC1=CC[P@@](O)(=S)C1. The calculation puts the energy above the lowest of the compared OMol25 structures with the same formula, charge and spin at 0.0 kcal/mol. For the LUMO energy, the calculation gives 0.0170 Ha. The HOMO-LUMO gap is 9.36 eV. As for the molecular weight: 148.17 g mol⁻¹.



The following is a quantum chemistry calculation of a single C5H9P molecule at a distorted geometry, from OMol25.

Last column: Mulliken charge in e.
Cartesian coordinates (Å):
C -0.716 -1.421 -0.909  -0.722
C -0.085 -0.163 -1.571  -0.507
C -0.775 0.493 1.013  -0.772
C 0.632 -0.184 1.175  -0.374
C -0.189 -0.264 -0.102  0.455
P 1.939 1.062 0.988  -0.092
H -1.783 -1.505 -0.991  0.260
H -0.117 -2.356 -1.112  0.232
H 0.902 -0.337 -1.907  0.312
H -0.719 0.669 -2.093  0.194
H -1.542 -0.030 1.588  0.255
H -0.846 1.586 1.030  0.254
H 0.603 -1.021 1.779  0.513
H 1.049 2.118 1.373  -0.004
H 1.647 1.351 -0.261  -0.007

The total energy comes out at -537.140871 hartree. The structure (SMILES) is P[C@H]1CC12CC2. The calculation puts the energy above the lowest of the compared OMol25 structures with the same formula, charge and spin at 45.5 kcal/mol. For the LUMO energy, the calculation gives 0.0426 Ha. The HOMO-LUMO gap is 10.23 eV. As for the molecular weight: 100.10 g mol⁻¹.